Entry 1:
{
  "formula": "C6H4O",
  "method": "ωB97M-V/def2-TZVPD",
  "species": ["H", "C", "H", "C", "C", "O", "H", "H", "C", "C", "C"],
  "coordinates": [[1.01088, 1.69496, 1.84012], [-0.66858, -0.33155, 0.07684], [0.60110, -2.06678, -0.27619], [-1.51376, -0.15204, -1.05333], [1.36618, -0.35414, 0.98582], [-0.51524, 0.82335, 0.79126], [2.39929, -0.59545, 1.18689], [-1.99111, 0.91717, -2.98975], [-1.85443, 0.37901, -2.08074], [0.72620, 0.80021, 1.30806], [0.43946, -1.11475, 0.21102]],
  "forces_ev_per_angstrom": [[0.04, -0.22, 0.10], [0.24, 0.01, -0.28], [0.00, 0.20, 0.04], [-0.05, 0.39, -0.54], [0.01, 0.05, 0.13], [0.09, 0.08, -0.05], [-0.18, -0.06, 0.19], [-0.36, -0.23, -0.01], [0.07, -0.26, 0.36], [0.22, -0.03, 0.13], [-0.07, 0.06, -0.07]],
  "nbo_charge": [0.21, 0.17, 0.24, -0.06, -0.32, -0.39, 0.23, 0.24, -0.19, 0.11, -0.25],
  "orbital_gap_ha": 0.3484,
  "smiles": "C#Cc1ccco1",
  "total_charge": 0,
  "lumo_ev": 0.992
}



Entry 2:
{
  "formula": "C6H4O",
  "method": "ωB97M-V/def2-TZVPD",
  "species": ["C", "H", "C", "C", "C", "H", "C", "O", "C", "H", "H"],
  "coordinates": [[2.01682, 0.40054, 1.00344], [-2.09205, 0.70408, -0.92571], [-0.69466, -1.05671, -0.52505], [-0.36357, 1.03845, 0.35398], [-1.21894, 0.34012, -0.39740], [-0.37217, 2.09276, 0.59734], [0.73459, 0.12793, 0.69798], [0.35628, -1.12883, 0.43505], [3.22465, 0.52702, 0.63186], [-1.39702, -1.87595, -0.37683], [-0.19392, -1.16941, -1.49466]],
  "forces_ev_per_angstrom": [[0.71, 0.08, -0.05], [0.10, -0.04, 0.12], [-0.25, -0.02, -0.10], [0.00, -0.07, -0.08], [0.12, 0.02, 0.04], [0.03, -0.19, -0.05], [0.06, 0.07, -0.23], [0.23, 0.08, -0.07], [-0.71, 0.06, 0.43], [-0.02, 0.13, 0.08], [-0.27, -0.12, -0.10]],
  "nbo_charge": [-0.52, 0.24, -0.12, -0.26, -0.13, 0.25, 0.45, -0.42, 0.09, 0.22, 0.22],
  "orbital_gap_ha": [0.3191, 0.3191],
  "total_charge": 0,
  "lumo_ev": [-0.925, -0.925]
}



Entry 3:
{
  "formula": "C6H4O",
  "method": "ωB97M-V/def2-TZVPD",
  "species": ["C", "H", "H", "O", "H", "C", "H", "C", "C", "C", "C"],
  "coordinates": [[-3.20660, 0.76429, -0.56134], [0.92622, -0.81800, 1.44200], [-2.02010, 0.24879, -2.30752], [-3.87129, 0.89270, 0.54793], [0.56679, -0.66365, -0.16226], [0.63953, -0.15630, 0.74044], [1.16943, 0.66981, 0.88950], [-1.88717, 0.30444, 1.45783], [-3.24090, 0.56697, 1.66590], [-0.76503, 0.19430, 0.99625], [-2.28357, 0.52684, -1.32944]],
  "forces_ev_per_angstrom": [[0.93, -0.43, -0.92], [0.91, -2.50, 2.52], [0.72, -0.15, -0.53], [-2.28, 1.01, -1.55], [1.05, -0.47, -2.14], [-4.54, -0.32, -0.77], [2.78, 3.40, -0.46], [-0.85, 0.17, 1.97], [3.63, -0.90, -0.13], [0.07, -0.42, 1.77], [-2.43, 0.60, 0.24]],
  "nbo_charge": [0.33, 0.23, 0.24, -0.49, 0.24, -0.67, 0.23, -0.27, 0.39, 0.13, -0.36],
  "orbital_gap_ha": [0.3048, 0.2948],
  "total_charge": 0,
  "lumo_ev": [0.868, -1.582],
  "spin_multiplicity": 3
}



Computed relative energy (zero: lowest compared OMol25 entry of this formula, charge and spin), in the same sequence as the records: 1.4420; 3.4076; 2.8238 eV.